Entry 1:
A structure of composition C6H14N2O2Tl at a distorted geometry. Source: the Open Molecules 2025 dataset; level of theory: ωB97M-V/def2-TZVPD.

The geometry in ORCA input format:
```
! RIJCOSX wB97M-V def2-TZVPD def2/J DEFGRID3
* xyz 3 1
Tl 2.11 -0.30 -0.71
C 0.17 3.68 -3.57
C 0.17 2.88 -2.32
O 1.18 2.29 -1.93
N -0.95 2.90 -1.50
C -2.23 3.43 -1.81
H 1.14 4.18 -3.54
H -0.60 4.45 -3.62
H 0.11 3.10 -4.49
H -0.88 2.37 -0.63
H -2.20 4.52 -1.56
H -2.99 3.01 -1.16
H -2.43 3.29 -2.88
C -0.65 -4.23 1.37
C 0.40 -3.25 1.75
O 0.93 -2.48 0.94
N 0.81 -3.23 3.08
C 1.81 -2.44 3.63
H -1.55 -3.69 1.07
H -0.86 -4.94 2.17
H -0.30 -4.87 0.55
H 0.38 -3.92 3.71
H 2.26 -1.73 2.94
H 2.66 -3.11 3.96
H 1.52 -1.91 4.55
*
```

Computed properties:
HOMO-LUMO gap in eV: 1.9
Energy relative to the best compared isomer or geometry (same formula, charge and spin) in eV: 0.442
HOMO in eV: -19.41
Lowest unoccupied orbital energy in eV: -17.51


Entry 2:
A cluster of 2 separate species, C6H17N2O3SSi in total at a distorted geometry. Source: the Open Molecules 2025 dataset; level of theory: ωB97M-V/def2-TZVPD.

The geometry in ORCA input format:
```
! RIJCOSX wB97M-V def2-TZVPD def2/J DEFGRID3
* xyz 1 1
C -0.38 0.59 -1.28
Si -0.54 -0.87 -2.40
C -2.28 -1.57 -2.50
C 0.12 -0.51 -4.10
S 0.68 -2.47 -1.39
O 0.91 -3.68 -2.50
N 2.34 -3.82 -2.84
O 2.94 -2.97 -2.47
H -0.92 1.45 -1.62
H 0.66 0.86 -1.26
H -0.61 0.33 -0.28
H -2.60 -1.92 -1.54
H -2.24 -2.42 -3.14
H -2.93 -0.81 -2.88
H 0.70 0.39 -4.11
H 0.72 -1.30 -4.52
H -0.70 -0.35 -4.77
H -0.16 -2.96 -0.46
C 1.40 2.66 2.91
C 0.26 1.74 2.58
O -0.05 1.48 1.41
N -0.44 1.20 3.61
C -0.22 1.39 5.03
H 1.86 3.00 1.99
H 1.05 3.52 3.47
H 2.16 2.13 3.49
H -1.19 0.61 3.31
H -0.03 0.43 5.50
H -1.12 1.82 5.48
H 0.61 2.06 5.22
*
```

Computed properties:
HOMO-LUMO gap in eV: 7.6
Energy relative to the best compared isomer or geometry (same formula, charge and spin) in eV: 0.000
HOMO in eV: -12.07
Lowest unoccupied orbital energy in eV: -4.43


Entry 3:
The molecule C3H8FN3 at a distorted geometry. Source: the Open Molecules 2025 dataset; level of theory: ωB97M-V/def2-TZVPD.

The geometry in ORCA input format:
```
! RIJCOSX wB97M-V def2-TZVPD def2/J DEFGRID3
* xyz 0 1
H -1.46 -0.65 -0.66
N -1.25 -1.64 -0.92
C 0.01 -1.75 -1.05
N 0.95 -0.78 -0.83
N 0.51 0.58 -0.79
C 0.89 1.28 0.42
C 0.03 0.79 1.57
F -1.31 1.07 1.30
H 0.44 -2.76 -1.16
H 1.85 -0.89 -1.22
H 0.79 1.07 -1.64
H 0.67 2.30 0.24
H 1.91 1.22 0.67
H 0.18 -0.25 1.75
H 0.32 1.23 2.52
*
```

Computed properties:
HOMO-LUMO gap in eV: 10.0
Energy relative to the best compared isomer or geometry (same formula, charge and spin) in eV: 0.552
HOMO in eV: -9.29
Lowest unoccupied orbital energy in eV: 0.75


Question: The highest HOMO belongs to which entry?
Answer: C3H8FN3


What did the third record say?
The molecule C3H8FN3 at a distorted geometry. Source: the Open Molecules 2025 dataset; level of theory: ωB97M-V/def2-TZVPD.

The geometry in ORCA input format:
```
! RIJCOSX wB97M-V def2-TZVPD def2/J DEFGRID3
* xyz 0 1
H -1.46 -0.65 -0.66
N -1.25 -1.64 -0.92
C 0.01 -1.75 -1.05
N 0.95 -0.78 -0.83
N 0.51 0.58 -0.79
C 0.89 1.28 0.42
C 0.03 0.79 1.57
F -1.31 1.07 1.30
H 0.44 -2.76 -1.16
H 1.85 -0.89 -1.22
H 0.79 1.07 -1.64
H 0.67 2.30 0.24
H 1.91 1.22 0.67
H 0.18 -0.25 1.75
H 0.32 1.23 2.52
*
```

Computed properties:
HOMO-LUMO gap in eV: 10.0
Energy relative to the best compared isomer or geometry (same formula, charge and spin) in eV: 0.552
HOMO in eV: -9.29
Lowest unoccupied orbital energy in eV: 0.75


Question: Which value of HOMO does entry 1 give?
Answer: -19.41 eV


Question: HOMO-LUMO gap of number 2 (C6H17N2O3SSi)?
Answer: 7.6 eV